Record 1
Computed, not measured: a molecular structure, C7H10N2 at a distorted geometry, with wB97M-V/def2-TZVPD.

```
19
Properties=species:S:1:pos:R:3:mulliken_charge:R:1
C -1.457 -1.262 0.043 -0.55
C -1.503 1.265 -0.086 -0.55
C -0.133 0.614 -0.175 0.33
C -0.082 -0.711 -0.191 0.11
C 1.498 -0.981 -0.135 -0.37
C 1.756 0.081 1.023 -0.56
C 1.313 0.961 -0.112 -0.35
H -1.861 -1.974 -0.638 0.30
H -1.428 -1.709 1.028 0.18
H -3.174 -0.336 -0.785 0.27
H -1.951 1.968 -0.728 0.32
H -1.658 1.865 0.884 0.16
H 1.993 -1.968 -0.195 0.45
H 1.063 0.059 1.870 0.27
H 2.768 0.095 1.494 0.26
H 1.713 2.068 -0.232 0.33
H 1.573 0.038 -2.024 0.29
N -2.359 -0.053 -0.005 -0.42
N 1.928 -0.019 -1.038 -0.48
```

Properties
- HOMO energy: -7.9 eV
- Energy above the lowest of the compared OMol25 structures with the same formula, charge and spin: 114.21 kcal per mole
- Orbital gap: 9.0 eV


Record 2
Computed, not measured: a molecular structure, C39H39BrF3IN10O12P at a distorted geometry, with wB97M-V/def2-TZVPD.

```
106
Properties=species:S:1:pos:R:3:mulliken_charge:R:1
C 0.960 -4.860 -5.075 -1.18
C 0.548 -4.388 -6.422 0.75
C 0.698 -5.297 -7.598 -1.34
N 0.118 -3.182 -6.536 -0.08
C -0.931 -2.762 -7.221 0.08
N -2.037 -3.464 -7.490 -0.54
C -2.855 -2.640 -8.127 0.77
N -4.076 -3.047 -8.579 -0.21
Br -4.442 -4.840 -8.201 0.04
P -5.415 -2.350 -9.462 0.13
C -5.971 -0.973 -8.381 -0.87
O -4.598 -1.614 -10.688 -0.50
N -2.309 -1.400 -8.256 -0.60
I -2.828 0.409 -9.001 0.35
N -1.037 -1.511 -7.673 0.63
C -0.008 -0.499 -7.546 -1.22
C 0.095 0.073 -6.126 0.38
O -0.664 1.253 -6.007 -0.60
C 1.559 0.431 -5.851 0.57
F 1.683 1.171 -4.746 -0.25
F 2.282 -0.698 -5.683 -0.23
F 2.098 1.114 -6.882 -0.28
H 0.570 -5.863 -4.898 0.40
H 0.515 -4.190 -4.340 0.30
H 2.043 -4.832 -4.937 0.34
H -0.208 -5.902 -7.702 0.31
H 1.553 -5.957 -7.468 0.42
H 0.807 -4.715 -8.512 0.37
H -5.686 -1.123 -7.339 0.31
H -7.060 -1.032 -8.429 0.38
H -5.674 0.010 -8.741 0.23
H -5.211 -1.445 -11.415 0.33
H 0.934 -0.989 -7.800 0.38
H -0.135 0.315 -8.253 0.53
H -0.176 -0.679 -5.382 0.53
H -1.396 1.121 -5.399 0.40
C 1.770 0.032 -0.853 -0.45
C 2.942 -0.607 -1.235 -0.68
C 2.973 -1.987 -1.359 -0.50
C 1.819 -2.703 -1.095 -0.30
C 0.642 -2.085 -0.708 -0.21
C 0.622 -0.705 -0.590 -0.46
N 1.846 -4.168 -1.240 1.25
O 2.895 -4.684 -1.573 -0.65
O 0.813 -4.776 -1.035 -0.62
H 1.749 1.110 -0.758 0.51
H 3.836 -0.032 -1.437 0.48
H 3.877 -2.499 -1.652 0.60
H -0.247 -2.662 -0.499 0.55
H -0.291 -0.213 -0.291 0.48
C -1.464 4.163 4.270 -0.49
C -1.838 4.536 2.983 -0.42
C -1.954 3.584 1.988 -0.51
C -1.694 2.260 2.306 0.17
C -1.315 1.862 3.574 -0.50
C -1.194 2.833 4.558 -0.52
N -1.828 1.238 1.264 1.06
O -2.134 1.594 0.138 -0.63
O -1.614 0.078 1.567 -0.59
H -1.375 4.909 5.046 0.41
H -2.045 5.575 2.763 0.46
H -2.243 3.859 0.984 0.47
H -1.114 0.825 3.793 0.64
H -0.891 2.539 5.554 0.44
C 3.405 -3.241 2.712 -0.82
C 3.966 -2.798 3.902 -0.30
C 3.209 -2.034 4.776 -0.54
C 1.903 -1.732 4.436 0.12
C 1.324 -2.159 3.253 -0.63
C 2.092 -2.922 2.388 -0.19
N 1.098 -0.931 5.374 1.07
O 1.632 -0.542 6.392 -0.62
O -0.060 -0.702 5.076 -0.66
H 3.996 -3.841 2.031 0.45
H 4.986 -3.045 4.158 0.49
H 3.625 -1.678 5.707 0.52
H 0.302 -1.900 3.018 0.49
H 1.665 -3.268 1.459 0.61
C -8.161 7.843 5.646 -0.47
C -7.705 6.593 6.044 -0.46
C -6.423 6.183 5.716 -0.28
C -5.622 7.046 4.991 0.18
C -6.054 8.293 4.579 -0.40
C -7.339 8.689 4.913 -0.40
N -4.252 6.623 4.655 1.02
O -3.894 5.517 5.009 -0.55
O -3.550 7.405 4.042 -0.62
H -9.161 8.160 5.909 0.38
H -8.347 5.936 6.615 0.37
H -6.050 5.215 6.017 0.44
H -5.399 8.938 4.013 0.44
H -7.697 9.661 4.603 0.37
C 7.302 0.606 9.024 -0.43
C 6.906 0.911 7.728 -0.53
C 6.805 -0.092 6.778 -0.19
C 7.101 -1.389 7.156 0.18
C 7.501 -1.717 8.439 -0.44
C 7.601 -0.703 9.377 -0.42
N 6.976 -2.464 6.159 1.04
O 6.639 -2.152 5.029 -0.65
O 7.204 -3.601 6.513 -0.61
H 7.376 1.393 9.763 0.38
H 6.675 1.932 7.456 0.37
H 6.499 0.125 5.765 0.46
H 7.726 -2.741 8.694 0.45
H 7.910 -0.937 10.387 0.37
```

Properties
- HOMO energy: -10.9 eV
- Total charge: +1
- Orbital gap: 6.9 eV


Record 3
Computed, not measured: a molecular structure, C2H2KLiO2 at a distorted geometry, with wB97M-V/def2-TZVPD.

```
8
Properties=species:S:1:pos:R:3:mulliken_spin:R:1
H -2.866 0.858 -1.500 0.96
O 1.984 0.073 0.321 0.00
C 0.797 0.106 0.361 0.00
C -0.498 0.366 0.238 0.00
O -1.420 -0.482 -0.210 0.02
K 4.581 -0.108 0.583 0.00
H -0.775 1.377 0.575 0.00
Li -1.804 -2.189 -0.369 0.02
```

Properties
- HOMO energy (alpha / beta): -10.1 / -10.1 eV
- Energy above the lowest of the compared OMol25 structures with the same formula, charge and spin: 89.48 kcal per mole
- Spin multiplicity: 2
- <S²>: 0.751
- Total charge: +1
- Orbital gap (alpha / beta): 6.3 / 6.3 eV


Number 1: calculated total energy -10396.658 eV. Number 2: calculated total energy -176110.280 eV. Number 3: calculated total energy -22722.551 eV.